1.
A structure of composition C25H22F6N5O8PS3Ti. Source: the OMol25 dataset; level of theory: ωB97M-V/def2-TZVPD.

Output
lowest unoccupied orbital energy (alpha / beta): 4.376 / 4.375 eV
DFT total energy: -4826.39935 Ha
frontier orbital gap (alpha / beta): 4.898 / 5.037 eV

```
! RIJCOSX wB97M-V def2-TZVPD def2/J DEFGRID3
* xyz -2 1
Ti -0.66 0.33 0.15
C 0.51 3.73 2.50
C -0.06 2.80 1.47
N -0.25 1.47 1.73
N -0.01 1.04 3.01
C -0.57 -0.09 3.28
N -0.35 -0.63 4.55
S -1.65 -0.90 2.20
C -0.62 3.20 0.27
C -0.58 4.51 -0.29
C -1.37 4.81 -1.36
C -2.20 3.79 -1.91
C -2.13 2.53 -1.41
N -1.35 2.19 -0.35
H 0.19 3.40 3.48
H 1.61 3.70 2.49
H 0.19 4.76 2.32
H 0.56 -0.37 4.90
H -0.49 -1.63 4.55
H 0.07 5.26 0.14
H -1.36 5.80 -1.79
H -2.85 3.99 -2.75
H -2.71 1.73 -1.86
F 5.16 -0.97 -0.45
C 4.93 -2.29 -0.40
F 4.99 -2.75 -1.67
F 5.94 -2.86 0.26
S 3.25 -2.66 0.41
O 0.75 -0.83 -0.57
O 3.32 -4.12 0.54
N 3.80 -2.00 1.82
S 2.71 -1.12 2.52
O 1.38 -1.24 1.94
O 2.80 -1.13 3.96
C 3.24 0.63 2.10
F 4.56 0.70 1.83
F 2.60 1.07 1.00
F 3.02 1.49 3.09
O -1.77 0.60 -4.01
C -1.01 0.12 -3.18
O -0.19 0.72 -2.38
C -0.81 -1.39 -2.97
P 0.73 -1.31 -2.02
C 1.06 -3.12 -1.89
C 2.01 -3.85 -2.59
C 2.12 -5.22 -2.39
C 1.29 -5.86 -1.49
C 0.34 -5.14 -0.78
C 0.22 -3.77 -0.98
C 2.04 -0.64 -3.05
C 2.81 0.41 -2.54
C 3.82 0.95 -3.31
C 4.09 0.45 -4.58
C 3.31 -0.57 -5.09
C 2.28 -1.11 -4.34
H -0.71 -1.97 -3.89
H -1.63 -1.81 -2.39
H 2.69 -3.36 -3.27
H 2.87 -5.78 -2.93
H 1.39 -6.93 -1.32
H -0.29 -5.64 -0.06
H -0.52 -3.20 -0.43
H 2.57 0.80 -1.56
H 4.41 1.77 -2.91
H 4.90 0.87 -5.16
H 3.50 -0.94 -6.09
H 1.65 -1.89 -4.75
O -3.56 -2.08 -1.21
C -3.30 -1.13 -0.50
O -2.23 -0.40 -0.56
H -4.03 -0.81 0.26
*
```

2.
The molecule C25H22N4O3S. Source: the OMol25 dataset; level of theory: ωB97M-V/def2-TZVPD.

Output
lowest unoccupied orbital energy: -0.019 eV
DFT total energy: -1808.81767 Ha
frontier orbital gap: 7.670 eV

```
! RIJCOSX wB97M-V def2-TZVPD def2/J DEFGRID3
* xyz 0 1
C 2.08 3.28 1.67
C 2.04 1.80 1.64
C 1.06 0.93 1.27
N -0.21 1.03 0.71
C -1.01 2.08 0.44
O -0.78 3.24 0.77
C -2.28 1.71 -0.24
C -3.36 2.49 -0.06
C -4.67 2.33 -0.62
C -5.09 1.65 -1.74
C -6.47 1.75 -1.96
C -7.11 2.49 -1.01
S -6.02 3.10 0.16
N -2.33 0.52 -0.98
C -1.39 0.14 -1.91
O -0.38 0.77 -2.13
C -1.74 -1.12 -2.62
C -2.47 -2.15 -2.03
C -2.75 -3.30 -2.74
C -2.30 -3.44 -4.05
C -1.56 -2.43 -4.64
C -1.27 -1.28 -3.93
C 1.54 -0.42 1.48
O 0.96 -1.47 1.24
N 2.81 -0.28 2.00
C 3.78 -1.28 2.04
C 3.43 -2.54 2.54
C 4.38 -3.54 2.58
C 5.68 -3.30 2.15
C 6.02 -2.06 1.65
C 5.08 -1.05 1.59
N 3.15 1.07 2.03
C 4.00 1.53 3.10
H 2.26 3.64 2.68
H 2.88 3.65 1.03
H 1.13 3.67 1.32
H -0.53 0.10 0.44
H -3.23 3.33 0.61
H -4.43 1.15 -2.43
H -6.98 1.28 -2.79
H -8.15 2.72 -0.94
H -3.24 0.08 -1.02
H -2.80 -2.06 -1.00
H -3.31 -4.09 -2.27
H -2.53 -4.34 -4.60
H -1.20 -2.54 -5.65
H -0.69 -0.49 -4.36
H 2.42 -2.72 2.86
H 4.11 -4.52 2.95
H 6.42 -4.09 2.19
H 7.02 -1.87 1.30
H 5.33 -0.09 1.17
H 4.52 2.43 2.78
H 3.43 1.74 4.01
H 4.74 0.76 3.32
*
```

3.
The ion C25H22P with charge +1. Source: the OMol25 dataset; level of theory: ωB97M-V/def2-TZVPD.

Output
lowest unoccupied orbital energy: -3.375 eV
DFT total energy: -1306.91700 Ha
frontier orbital gap: 7.680 eV

```
! RIJCOSX wB97M-V def2-TZVPD def2/J DEFGRID3
* xyz 1 1
C -1.86 -4.91 1.46
C -1.47 -4.46 0.20
C -1.21 -3.11 -0.01
C -1.29 -2.16 1.03
P -1.12 -0.37 0.72
C -2.72 0.19 0.02
C -2.91 1.52 -0.38
C -4.19 2.00 -0.70
C -5.28 1.13 -0.65
C -5.10 -0.20 -0.29
C -3.82 -0.68 0.01
C -1.11 0.36 2.40
C 0.02 0.28 3.23
C -0.07 0.57 4.60
C -1.28 0.97 5.16
C -2.41 1.09 4.34
C -2.32 0.81 2.98
C -1.68 -2.64 2.30
C -1.99 -3.99 2.50
H -2.07 -5.96 1.63
H -1.38 -5.15 -0.64
H -0.97 -2.81 -1.02
H -2.07 2.20 -0.44
H -4.32 3.04 -0.96
H -6.28 1.50 -0.90
H -5.95 -0.89 -0.21
H -3.69 -1.74 0.26
H 0.98 -0.03 2.81
H 0.81 0.45 5.24
H -1.35 1.20 6.23
H -3.38 1.36 4.76
H -3.21 0.93 2.36
H -1.76 -1.95 3.13
H -2.34 -4.30 3.48
C 0.18 0.12 -0.42
C 0.22 1.61 -0.46
C 0.66 2.43 -1.46
C 0.78 2.24 -2.85
C 0.60 1.07 -3.55
C 0.31 -0.20 -3.01
C 0.03 -0.60 -1.74
H 1.11 -0.27 0.08
H -0.02 2.10 0.50
H 0.95 3.44 -1.14
H 1.02 3.14 -3.41
H 0.70 1.07 -4.64
H 0.33 -1.01 -3.75
H -0.21 -1.65 -1.65
*
```

4.
A structure of composition C25H23B2BrCuF6N5O2S. Source: the OMol25 dataset; level of theory: ωB97M-V/def2-TZVPD.

Output
lowest unoccupied orbital energy (alpha / beta): 1.413 / 1.414 eV
DFT total energy: -6652.84077 Ha
<S²>: 0.763
frontier orbital gap (alpha / beta): 5.070 / 7.006 eV

```
! RIJCOSX wB97M-V def2-TZVPD def2/J DEFGRID3
* xyz -1 2
Cu -0.06 -0.98 0.24
Br 4.27 2.95 -5.29
C 2.39 2.78 -5.46
C 1.86 2.06 -6.52
C 0.48 1.94 -6.63
C -0.36 2.50 -5.68
C 0.19 3.24 -4.63
C 1.56 3.38 -4.52
N -1.77 2.40 -5.92
N -2.59 2.17 -5.02
C -2.20 1.77 -3.70
C -2.82 2.44 -2.68
C -2.47 2.23 -1.33
C -1.52 1.30 -1.00
O -1.13 1.03 0.26
C -0.90 0.53 -2.04
N 0.03 -0.40 -1.70
C 0.56 -1.16 -2.63
C 0.16 -1.10 -3.97
C -0.76 -0.16 -4.35
C -1.28 0.74 -3.39
H 2.52 1.61 -7.25
H 0.04 1.40 -7.47
H -0.46 3.70 -3.90
H 1.98 3.96 -3.71
H -3.56 3.19 -2.93
H -2.96 2.80 -0.56
H 1.31 -1.88 -2.30
H 0.57 -1.80 -4.68
H -1.11 -0.12 -5.37
F -1.07 3.17 1.23
B -1.57 1.88 1.41
F -2.96 1.87 1.52
F 0.56 -5.15 0.11
B 0.56 -4.18 -0.90
F -0.33 -3.11 -0.50
F 1.85 -3.62 -1.06
F 0.10 -4.70 -2.11
C 0.68 -3.12 3.89
C 2.09 -2.55 3.62
C 1.95 -1.79 2.30
O 0.53 -1.64 2.10
C -0.08 -2.84 2.61
H 0.22 -2.61 4.74
H 0.70 -4.19 4.11
H 2.83 -3.34 3.53
H 2.40 -1.88 4.42
H 2.36 -2.36 1.47
H 2.38 -0.79 2.32
H 0.04 -3.65 1.88
H -1.14 -2.64 2.74
N -0.37 -0.94 7.19
C 0.51 -0.21 6.41
S 2.09 0.00 6.96
C 0.01 0.28 5.17
C -1.27 -0.08 4.65
C -1.71 0.39 3.46
N -0.97 1.25 2.70
C 0.27 1.62 3.17
C 0.77 1.16 4.34
H -0.03 -1.13 8.11
H -1.35 -0.71 7.13
H -1.91 -0.78 5.18
H -2.66 0.11 3.04
H 0.82 2.30 2.53
H 1.75 1.48 4.67
*
```

5.
A structure of composition C25H23Cl2F6N3O10SbTb. Source: the OMol25 dataset; level of theory: ωB97M-V/def2-TZVPD.

Output
lowest unoccupied orbital energy (alpha / beta): -4.743 / -6.219 eV
DFT total energy: -4467.29220 Ha
<S²>: 16.399
frontier orbital gap (alpha / beta): 7.092 / 5.882 eV

```
! RIJCOSX wB97M-V def2-TZVPD def2/J DEFGRID3
* xyz 1 8
Tb -0.23 -1.16 -0.62
O -3.83 4.07 -2.18
C -3.14 2.97 -1.92
C -3.58 1.68 -2.26
C -2.76 0.60 -1.96
N -1.56 0.73 -1.39
C -1.17 1.95 -1.02
C -1.92 3.09 -1.25
C 0.16 1.98 -0.28
O 0.58 3.04 0.16
O 0.77 0.85 -0.21
C -3.21 -0.85 -2.08
O -4.36 -1.18 -2.02
O -2.18 -1.67 -2.14
H -4.68 3.89 -2.60
H -4.54 1.51 -2.72
H -1.57 4.05 -0.91
C 2.35 -3.41 -0.36
O 2.17 -2.02 -0.68
C 2.86 -1.64 -1.88
C 1.96 -1.75 -3.11
O 0.86 -0.87 -2.91
C 0.03 -0.83 -4.08
H 3.42 -3.63 -0.24
H 1.93 -4.06 -1.13
H 1.83 -3.59 0.57
H 3.76 -2.26 -2.01
H 3.15 -0.59 -1.75
H 1.60 -2.78 -3.23
H 2.52 -1.46 -4.00
H 0.63 -0.57 -4.96
H -0.73 -0.06 -3.92
H -0.45 -1.80 -4.24
F -2.29 -1.33 0.34
Sb -2.20 -3.31 -0.77
F -0.19 -3.10 -1.74
F -0.39 -2.80 0.68
F -2.43 -4.44 -2.30
F -1.87 -4.91 0.26
F -4.01 -3.39 -0.22
Cl 2.40 1.89 -2.38
C 2.66 3.27 -1.39
C 2.31 4.51 -1.86
C 2.51 5.63 -1.06
C 3.05 5.49 0.21
C 3.41 4.24 0.70
Cl 3.90 4.11 2.33
C 3.22 3.08 -0.10
N 3.44 1.81 0.36
C 4.49 1.42 1.14
C 5.68 2.17 1.10
C 6.77 1.83 1.87
C 6.69 0.73 2.72
C 5.54 -0.05 2.74
C 4.44 0.25 1.95
C 3.26 -0.66 1.95
C 1.95 0.02 2.31
O 1.81 1.06 2.86
O 0.93 -0.77 1.84
H 1.87 4.62 -2.84
H 2.22 6.60 -1.41
H 3.17 6.35 0.84
H 2.67 1.17 0.14
H 5.74 3.00 0.42
H 7.67 2.41 1.82
H 7.53 0.45 3.34
H 5.50 -0.90 3.40
H 3.41 -1.46 2.68
H 3.12 -1.14 0.97
O -0.71 0.34 2.87
N -0.47 -0.29 1.94
*
```

6.
The molecule C25H23ClN4O3S. Source: the OMol25 dataset; level of theory: ωB97M-V/def2-TZVPD.

Output
lowest unoccupied orbital energy: -0.507 eV
DFT total energy: -2269.61413 Ha
frontier orbital gap: 8.020 eV

```
! RIJCOSX wB97M-V def2-TZVPD def2/J DEFGRID3
* xyz 0 1
N 7.96 0.33 -0.12
C 6.83 0.30 -0.33
C 5.44 0.25 -0.58
C 4.73 1.43 -0.83
C 3.37 1.36 -1.08
C 2.70 0.14 -1.05
C 1.23 0.17 -1.31
O 0.73 1.03 -2.01
N 0.54 -0.83 -0.70
C -0.84 -0.94 -0.51
C -1.71 0.06 -0.93
C -3.02 0.05 -0.47
S -4.07 1.47 -0.77
O -4.59 1.49 -2.10
O -5.00 1.55 0.32
N -3.02 2.79 -0.70
C -1.90 2.78 0.12
C -0.70 3.37 -0.29
C 0.44 3.25 0.48
C 0.39 2.52 1.65
Cl 1.84 2.26 2.56
C -0.81 1.98 2.11
C -1.95 2.12 1.35
C -3.48 -0.95 0.35
C -2.65 -2.01 0.67
C -1.32 -2.04 0.24
N -0.42 -3.04 0.59
C 0.22 -3.79 -0.49
C -0.60 -5.03 -0.88
C -0.79 -5.93 0.34
C -1.47 -5.14 1.45
C -0.67 -3.87 1.75
C 3.42 -1.03 -0.81
C 4.78 -0.98 -0.58
H 5.25 2.37 -0.84
H 2.81 2.25 -1.29
H 1.06 -1.44 -0.08
H -1.35 0.85 -1.55
H -2.89 3.21 -1.61
H -0.66 3.90 -1.23
H 1.36 3.70 0.16
H -0.84 1.45 3.04
H -2.89 1.72 1.68
H -4.49 -0.90 0.72
H -3.03 -2.81 1.28
H 0.33 -3.15 -1.37
H 1.21 -4.11 -0.14
H -0.09 -5.56 -1.68
H -1.58 -4.70 -1.25
H -1.38 -6.80 0.07
H 0.19 -6.28 0.68
H -1.54 -5.74 2.36
H -2.48 -4.89 1.13
H -1.16 -3.27 2.51
H 0.31 -4.16 2.14
H 2.93 -2.00 -0.84
H 5.34 -1.89 -0.40
*
```

Computed ΔE to the lowest compared entry with this formula, charge and spin, in the same sequence as the records: 9.4 104.3 0.0 0.0 428.2 155.5 kJ/mol.